Entry from the Open Molecules 2025 dataset: a molecular structure, C25H24N6PSV in a non-equilibrium geometry (the ωB97M-V functional and the def2-TZVPD basis).

Its multiplicity is 3. The value obtained for the HOMO energy (spin up / spin down) is -0.51974 / -0.52141 hartree. The value obtained for the electronic energy is -2978.751828 hartree. Its charge is +2. The value obtained for the HOMO-LUMO gap (spin up / spin down) is 0.2591 / 0.2674 hartree. The expectation value of S² is 2.024. The relative energy (zero: lowest compared OMol25 entry of this formula, charge and spin) comes out at 9.2 kJ/mol.

Last column: Löwdin charge in e.
CARTESIAN COORDINATES (ANGSTROEM)
1 V -0.2631 0.9221 -0.9758  0.57
2 C 3.6783 0.2266 -2.6389  0.01
3 C 2.4397 0.6882 -1.9643  -0.22
4 N 1.3326 0.0314 -1.8952  -0.12
5 N 1.2516 -1.1865 -2.5387  0.04
6 C 0.0068 -1.4386 -2.8540  -0.77
7 N -0.2804 -2.5747 -3.4888  0.14
8 S -1.3294 -0.3020 -2.5706  0.75
9 C 2.3489 2.0155 -1.3026  -0.18
10 C 3.2956 3.0069 -1.3969  0.04
11 C 3.0502 4.2336 -0.7872  0.02
12 C 1.8731 4.4384 -0.0800  0.00
13 C 0.9656 3.4041 -0.0203  -0.09
14 N 1.1827 2.2257 -0.6405  -0.04
15 H 3.5551 -0.7890 -2.9954  0.08
16 H 4.5240 0.2760 -1.9480  0.11
17 H 3.9114 0.8736 -3.4897  0.11
18 H 0.4628 -3.2070 -3.7391  0.13
19 H -1.2133 -2.7630 -3.8109  0.11
20 H 4.2088 2.8294 -1.9481  0.13
21 H 3.7797 5.0303 -0.8666  0.13
22 H 1.6674 5.3741 0.4208  0.13
23 H 0.0350 3.5008 0.5246  0.12
24 N -2.2424 -0.1359 1.1153  -0.06
25 P -0.6429 -0.6542 0.7453  1.01
26 C 0.2412 -0.6158 2.3054  -0.34
27 C 0.1914 -1.6922 3.1931  -0.07
28 C 0.8013 -1.5844 4.4353  -0.04
29 C 1.4573 -0.4130 4.7913  -0.04
30 C 1.5140 0.6577 3.9086  -0.06
31 C 0.9074 0.5556 2.6685  -0.09
32 C -0.7589 -2.3804 0.2712  -0.39
33 C -1.9828 -2.9842 0.0049  -0.09
34 C -2.0202 -4.3180 -0.3783  -0.05
35 C -0.8386 -5.0355 -0.5118  -0.05
36 C 0.3862 -4.4253 -0.2660  -0.05
37 C 0.4296 -3.0974 0.1273  -0.10
38 C -2.8103 0.9664 0.5217  -0.35
39 C -4.1020 1.3955 0.8234  0.02
40 C -4.6086 2.4833 0.1585  0.00
41 C -3.8453 3.1588 -0.8073  -0.03
42 C -2.5899 2.7006 -1.0496  -0.11
43 N -2.0582 1.6247 -0.3911  -0.09
44 H -2.7561 -0.5619 1.8753  0.14
45 H -0.3105 -2.6118 2.9184  0.11
46 H 0.7664 -2.4174 5.1251  0.12
47 H 1.9332 -0.3354 5.7602  0.12
48 H 2.0339 1.5644 4.1877  0.12
49 H 0.9658 1.3882 1.9776  0.08
50 H -2.9054 -2.4242 0.0934  0.10
51 H -2.9725 -4.7972 -0.5667  0.12
52 H -0.8721 -6.0767 -0.8068  0.12
53 H 1.3053 -4.9877 -0.3688  0.12
54 H 1.3858 -2.6301 0.3315  0.12
55 H -4.6880 0.8646 1.5624  0.13
56 H -5.6132 2.8195 0.3811  0.13
57 H -4.2330 4.0120 -1.3437  0.13
58 H -1.9512 3.1715 -1.7860  0.13

Entry from the Open Molecules 2025 dataset: 2 unconnected molecules or ions with the total composition H3OP in a non-equilibrium geometry (the ωB97M-V functional and the def2-TZVPD basis).

Its multiplicity is 1. The value obtained for the HOMO energy (spin up / spin down) is -0.37646 / -0.33661 hartree. The value obtained for the electronic energy is -418.237237 hartree. Its charge is 0. The value obtained for the HOMO-LUMO gap (spin up / spin down) is 0.3368 / 0.3054 hartree. The relative energy (zero: lowest compared OMol25 entry of this formula, charge and spin) comes out at 334.0 kJ/mol.

Last column: Löwdin charge in e.
CARTESIAN COORDINATES (ANGSTROEM)
1 O 1.5757 0.2055 0.1043  -0.49
2 P 0.2003 -0.2230 0.0483  0.62
3 H -0.2737 -1.1463 1.0402  -0.04
4 H -1.0323 1.9210 -0.2520  0.03
5 H -0.4700 -0.7571 -0.9408  -0.12